(1)
DFT (ωB97M-V/def2-TZVPD) results for a structure of composition C31H33MnN2Si2.

The value obtained for the LUMO energy (spin up / spin down) is -0.0714 / 0.3758 eV. The charge is 0. The orbital gap (spin up / spin down) is 7.79 / 8.32 eV. The energy relative to the best compared isomer or geometry (same formula, charge and spin) is 28.78 kJ/mol. The maximum force comes out at 0.028 Eh/bohr. The spin multiplicity is 5. Its total energy is -3040.54931 Ha. Its molar mass is 544.73 g mol⁻¹.

```
69
C31H33MnN2Si2, DFT ωB97M-V/def2-TZVPD
Mn 0.52043 1.77912 0.61542
C 1.25327 2.74267 2.50188
C 0.53775 3.76750 1.80835
C 1.21873 4.04847 0.60808
C 2.29116 3.13493 0.49206
C 2.34722 2.36677 1.70600
H 1.06297 2.41625 3.51059
H -0.30212 4.31919 2.20016
H 0.98261 4.83254 -0.09050
H 3.05873 3.16111 -0.26274
H 3.12790 1.67380 1.97334
C -5.13457 0.42366 1.58287
Si -3.74268 -0.78899 1.33150
C -4.02578 -1.75461 -0.23859
C -3.63518 -1.94374 2.77918
C -2.18432 0.14501 1.13954
C -1.14706 0.75964 0.95361
H -6.07182 -0.10702 1.77319
H -5.27993 1.05288 0.69949
H -4.93557 1.07596 2.43749
H -5.07376 -2.05179 -0.33855
H -3.41175 -2.66072 -0.24654
H -3.75678 -1.15879 -1.11552
H -4.54069 -2.55476 2.83739
H -3.52994 -1.39662 3.71974
H -2.77328 -2.60913 2.67609
C 0.11783 -3.62159 2.79112
C 0.57016 -2.37728 3.21557
C 0.92559 -1.41706 2.28000
C 0.85456 -1.66741 0.90539
C 0.42127 -2.92982 0.50190
C 0.04884 -3.89618 1.43273
Si 1.33619 -0.30408 -0.31581
C 0.72511 -0.89722 -1.98767
C 1.57077 -1.15885 -3.06711
C 1.07559 -1.72566 -4.23715
C -0.27033 -2.04692 -4.34419
C -1.13054 -1.77929 -3.28545
C -0.63649 -1.19987 -2.12606
C 3.22851 -0.40726 -0.37533
C 3.96610 0.52080 -1.12119
C 5.33995 0.40005 -1.28608
C 6.01496 -0.66002 -0.69487
C 5.30909 -1.58302 0.06364
C 3.93162 -1.45729 0.22229
H -0.17650 -4.37166 3.51523
H 0.63505 -2.15645 4.27409
H 1.25737 -0.44451 2.63191
H 0.36887 -3.17086 -0.55594
H -0.29506 -4.86539 1.09251
H 2.62903 -0.93496 -2.99324
H 1.74535 -1.92346 -5.06540
H -0.64630 -2.50916 -5.24846
H -2.18244 -2.02962 -3.35962
H -1.31188 -0.98885 -1.30024
H 3.45134 1.34990 -1.59888
H 5.88227 1.12762 -1.87853
H 7.08413 -0.76895 -0.83206
H 5.82919 -2.41065 0.53178
H 3.39911 -2.19143 0.81705
N -2.23693 2.99203 -0.63120
C -2.94304 3.93848 -1.27250
C -2.09626 4.50540 -2.20026
C -0.88634 3.80873 -2.03807
N -0.98359 2.89324 -1.08449
H -2.52601 2.31601 0.06808
H -3.97212 4.14280 -1.02502
H -2.32272 5.29261 -2.89928
H 0.04316 3.93375 -2.57272
```

Atom-resolved charges from Löwdin, all expressed in e:
1. Mn 0.624
2. C -0.182
3. C -0.148
4. C -0.162
5. C -0.179
6. C -0.194
7. H 0.112
8. H 0.110
9. H 0.102
10. H 0.098
11. H 0.114
12. C -0.192
13. Si 0.398
14. C -0.184
15. C -0.177
16. C -0.187
17. C -0.199
18. H 0.032
19. H 0.026
20. H 0.032
21. H 0.033
22. H 0.035
23. H 0.024
24. H 0.035
25. H 0.036
26. H 0.020
27. C -0.105
28. C -0.085
29. C -0.116
30. C -0.303
31. C -0.086
32. C -0.088
33. Si 0.738
34. C -0.274
35. C -0.085
36. C -0.088
37. C -0.093
38. C -0.084
39. C -0.111
40. C -0.285
41. C -0.136
42. C -0.090
43. C -0.095
44. C -0.084
45. C -0.081
46. H 0.099
47. H 0.101
48. H 0.089
49. H 0.101
50. H 0.100
51. H 0.093
52. H 0.100
53. H 0.099
54. H 0.098
55. H 0.074
56. H 0.091
57. H 0.100
58. H 0.099
59. H 0.101
60. H 0.097
61. N -0.003
62. C -0.095
63. C -0.068
64. C -0.158
65. N -0.005
66. H 0.098
67. H 0.115
68. H 0.092
69. H 0.110

---

(2)
DFT (ωB97M-V/def2-TZVPD) results for a structure of composition C31H34BrInN7O3Se2.

The value obtained for the LUMO energy is -3.0493 eV. The charge is +1. The orbital gap is 7.31 eV. The energy relative to the best compared isomer or geometry (same formula, charge and spin) is 156.74 kJ/mol. The maximum force comes out at 0.072 Eh/bohr. The spin multiplicity is 1. Its total energy is -9377.56183 Ha. Its molar mass is 905.30 g mol⁻¹.

```
79
C31H34BrInN7O3Se2, DFT ωB97M-V/def2-TZVPD
In 0.14923 0.05705 -0.47631
C 1.39820 -3.26299 3.51839
C 0.91426 -1.88922 3.60173
C -0.10212 -1.44690 4.51250
C -0.24573 -0.08202 4.71209
C 0.56701 0.78630 4.00427
C 1.39444 0.31294 2.97186
N 1.57067 -0.98469 2.88473
C 2.25465 1.12213 2.04471
C 3.24761 1.94363 2.60771
C 4.07367 2.59523 1.74910
C 4.01111 2.39844 0.37861
C 3.09138 1.43300 -0.12209
N 2.14999 0.89213 0.70690
C 3.13680 0.85334 -1.57803
C 4.18031 1.24947 -2.42845
C 4.14085 0.85662 -3.75318
C 3.13168 0.02764 -4.14451
C 2.05291 -0.24919 -3.28574
C 0.96498 -1.21870 -3.71274
N 2.08389 0.15499 -1.97178
H 2.49766 -3.21228 3.59032
H 1.18862 -3.72896 2.57497
H 0.96822 -3.91706 4.30004
H -0.72555 -2.15064 5.03333
H -0.89104 0.38127 5.49408
H 0.54768 1.85064 4.21349
H 3.27396 2.14359 3.68861
H 4.77909 3.36261 2.02758
H 4.71848 2.89488 -0.26169
H 4.97003 1.91250 -2.06255
H 4.88124 1.15619 -4.51787
H 2.94139 -0.20775 -5.17265
H 0.62423 -1.05456 -4.74876
H 0.09645 -1.18712 -3.01670
H 1.39462 -2.19629 -3.65976
O -4.78462 1.80764 -0.89478
C -3.45254 2.30201 -0.76967
C -2.75867 2.38684 -2.15039
C -3.56607 3.20633 -3.14193
O -4.76073 2.62696 -3.54164
C -2.56830 0.98058 -2.76155
Se -2.20604 -0.63089 -1.61357
C -1.39790 3.19613 -2.00360
Se -0.00114 2.71369 -0.59569
H -4.76269 0.88160 -0.55913
H -2.88482 1.66863 -0.11211
H -3.57382 3.36292 -0.44038
H -2.88534 3.22587 -3.98968
H -3.75143 4.23631 -2.84089
H -5.18786 2.46928 -2.65894
H -1.76174 0.93195 -3.50555
H -3.44155 0.62034 -3.24533
H -1.68943 4.26442 -1.74785
H -0.89375 3.35577 -2.92977
O -4.87154 0.20930 3.74043
C -3.66680 0.01979 3.11822
C -2.81804 1.11760 2.88838
C -1.67646 0.88077 2.10920
N -1.27852 -0.29304 1.72588
C -2.06358 -1.32300 2.02591
Br -1.52497 -3.04676 1.49750
C -3.22897 -1.28141 2.75535
H -4.96594 1.12520 4.10247
H -3.17540 2.17751 3.03315
H -1.10745 1.77179 1.66305
H -3.77351 -2.15217 3.01882
N 0.25886 -5.08494 -2.27432
C 0.93811 -4.23634 -1.37729
C 0.33207 -2.95620 -1.17747
N 0.91445 -2.07383 -0.40385
C 2.13625 -2.43266 0.07545
C 2.74189 -3.64133 -0.19693
N 2.10083 -4.54306 -0.92318
H -0.69476 -4.95041 -2.57261
H 0.52933 -6.06935 -2.21536
H -0.58090 -2.73910 -1.70731
H 2.64549 -1.79924 0.81143
H 3.72718 -3.88168 0.08332
```

Atom-resolved charges from Löwdin, all expressed in e:
1. In 0.430
2. C -0.054
3. C -0.345
4. C -0.005
5. C -0.064
6. C -0.037
7. C -0.247
8. N 0.154
9. C -0.172
10. C 0.014
11. C -0.043
12. C 0.015
13. C -0.179
14. N 0.054
15. C -0.194
16. C 0.008
17. C -0.034
18. C -0.013
19. C -0.231
20. C -0.022
21. N 0.077
22. H 0.103
23. H 0.033
24. H 0.100
25. H 0.115
26. H 0.135
27. H 0.123
28. H 0.138
29. H 0.122
30. H 0.107
31. H 0.115
32. H 0.136
33. H 0.120
34. H 0.106
35. H -0.007
36. H 0.080
37. O -0.071
38. C -0.232
39. C -0.526
40. C -0.263
41. O -0.043
42. C -0.441
43. Se 0.660
44. C -0.448
45. Se 0.655
46. H 0.104
47. H 0.048
48. H 0.149
49. H 0.129
50. H 0.135
51. H 0.096
52. H 0.067
53. H 0.039
54. H 0.080
55. H 0.043
56. O 0.071
57. C -0.261
58. C 0.017
59. C -0.226
60. N -0.024
61. C -0.724
62. Br 0.918
63. C -0.024
64. H 0.139
65. H 0.148
66. H 0.063
67. H 0.109
68. N 0.135
69. C -0.347
70. C -0.188
71. N -0.025
72. C -0.118
73. C -0.079
74. N 0.146
75. H 0.098
76. H 0.109
77. H 0.036
78. H 0.100
79. H 0.108

---

(3)
DFT (ωB97M-V/def2-TZVPD) results for a structure of composition C31H34Cl5N4O3SSi2Tl.

The value obtained for the LUMO energy is 3.5915 eV. The charge is -2. The orbital gap is 4.21 eV. The energy relative to the best compared isomer or geometry (same formula, charge and spin) is 0.00 kJ/mol. The maximum force comes out at 0.072 Eh/bohr. The spin multiplicity is 1. Its total energy is -5097.05532 Ha. Its molar mass is 980.53 g mol⁻¹.

```
81
C31H34Cl5N4O3SSi2Tl, DFT ωB97M-V/def2-TZVPD
Tl -1.38246 0.07457 1.12022
C 1.27125 2.96272 4.61009
C 0.57509 2.59288 3.28181
O 0.45380 1.39408 2.99576
C 0.06676 3.75990 2.58298
C -0.37602 3.72382 1.25424
C -1.51472 4.57106 0.80743
N 0.10919 2.89649 0.27841
N 1.32105 2.47887 0.43638
C 1.86115 1.52103 -0.29132
O 1.19869 0.82427 -1.24492
C 3.20231 1.10089 0.12056
C 3.79392 -0.07683 -0.40577
C 5.09438 -0.31645 -0.06033
C 5.82041 0.46750 0.85737
C 5.14424 1.47480 1.52469
C 3.85437 1.83487 1.13919
H 0.74285 2.48928 5.46022
H 2.33200 2.66014 4.61713
H 1.28328 4.06964 4.70311
H -0.02401 4.70981 3.09482
H -1.44810 5.58525 1.26918
H -1.50002 4.73288 -0.27745
H -2.46945 4.12601 1.07823
H 3.32944 -0.71312 -1.18684
H 5.53665 -1.22082 -0.50547
H 6.82280 0.21043 1.05920
H 5.60866 2.06062 2.29207
H 3.37691 2.67186 1.64992
C 2.48938 0.79113 -3.71760
Si 0.75734 1.24026 -2.97082
C 0.30709 3.13821 -3.00698
C -0.15191 0.36049 -4.57031
C 0.22966 0.60525 -5.87665
C -0.40654 -0.09982 -6.89129
C -1.29818 -1.12102 -6.65198
C -1.59787 -1.45258 -5.32806
C -0.97891 -0.72381 -4.31267
Si -1.05166 -0.69091 -2.42440
C -2.88644 -0.20683 -2.20694
C -0.38369 -2.26797 -1.63809
H 2.87913 1.46049 -4.53448
H 2.32491 -0.24022 -4.17027
H 3.29963 0.69248 -2.95726
H 0.98228 3.69484 -3.68185
H 0.36956 3.56285 -1.97495
H -0.74158 3.24816 -3.32557
H 0.94702 1.40119 -6.13078
H -0.12327 0.17205 -7.88586
H -1.73670 -1.62129 -7.47978
H -2.34060 -2.21512 -5.05907
H -3.25936 0.29878 -3.13844
H -2.96108 0.48368 -1.35711
H -3.51929 -1.06023 -1.96666
H -0.70294 -3.14721 -2.26557
H -0.77821 -2.43306 -0.63502
H 0.72245 -2.27429 -1.57248
Cl -7.47523 -2.60526 5.08241
C -6.35756 -1.91422 3.95086
C -5.42045 -0.98338 4.40078
Cl -5.26720 -0.60320 6.05036
C -4.58229 -0.37810 3.42333
Cl -3.30928 0.68331 3.87797
C -4.62707 -0.80480 2.04547
O -3.81639 -0.41865 1.14039
C -5.59091 -1.81306 1.66391
Cl -5.72656 -2.19890 0.00115
C -6.48455 -2.30918 2.61185
Cl -7.66835 -3.42253 2.10394
S -0.90066 -2.58844 2.00909
C 0.68471 -3.24362 2.27711
N 1.81200 -3.11147 1.52311
C 2.87236 -4.01790 1.92706
C 2.26685 -4.77090 3.12199
N 0.96721 -4.15600 3.25428
H 1.84239 -2.56912 0.64657
H 3.78733 -3.48507 2.24199
H 3.15155 -4.70673 1.11799
H 2.86238 -4.65808 4.04040
H 2.15306 -5.85269 2.91408
H 0.35205 -4.33399 4.04391
```

Atom-resolved charges from Löwdin, all expressed in e:
1. Tl 0.790
2. C -0.061
3. C -0.518
4. O -0.138
5. C -0.063
6. C -0.366
7. C -0.065
8. N -0.013
9. N 0.029
10. C -0.383
11. O -0.269
12. C -0.123
13. C -0.062
14. C -0.134
15. C -0.125
16. C -0.112
17. C -0.023
18. H 0.069
19. H 0.064
20. H 0.055
21. H 0.067
22. H 0.077
23. H 0.065
24. H 0.070
25. H 0.111
26. H 0.093
27. H 0.064
28. H 0.082
29. H 0.105
30. C -0.188
31. Si 0.509
32. C -0.176
33. C -0.326
34. C -0.131
35. C -0.144
36. C -0.135
37. C -0.105
38. C -0.328
39. Si 0.570
40. C -0.236
41. C -0.251
42. H 0.020
43. H 0.038
44. H -0.004
45. H 0.006
46. H -0.005
47. H 0.013
48. H 0.095
49. H 0.071
50. H 0.068
51. H 0.094
52. H 0.038
53. H -0.025
54. H -0.009
55. H 0.026
56. H -0.071
57. H 0.012
58. Cl 0.590
59. C -0.729
60. C -0.740
61. Cl 0.665
62. C -0.601
63. Cl 0.685
64. C -0.498
65. O -0.316
66. C -0.623
67. Cl 0.704
68. C -0.745
69. Cl 0.651
70. S 0.533
71. C -0.746
72. N 0.042
73. C -0.151
74. C -0.168
75. N -0.012
76. H 0.149
77. H 0.118
78. H 0.115
79. H 0.112
80. H 0.112
81. H 0.139